Here is a cluster of 11 separate species, C5H29NO10 in total in a non-equilibrium geometry from the OMol25 dataset. Energies are from ωB97M-V with the def2-TZVPD basis set.

Energy above the lowest of the compared OMol25 structures with the same formula, charge and spin = 2.856 eV
SMILES = C=CCNC=C.O.O.O.O.O.O.O.O.O.O
Frontier orbital gap = 0.3085 Eh

The geometry in ORCA input format:
```
! RIJCOSX wB97M-V def2-TZVPD def2/J DEFGRID3
* xyz 0 1
O -1.306 -1.179 1.213
O -1.787 -3.414 0.067
O -0.685 0.800 -1.012
O 1.304 -1.682 1.442
O -2.137 -1.369 -1.650
O -1.918 2.362 0.753
O -0.742 2.203 -3.296
O -3.212 0.495 2.153
O -1.120 -0.175 3.723
O 0.851 -3.605 -0.355
N 2.769 0.177 -0.578
C 1.567 -0.843 -2.405
C 1.676 1.966 0.727
C 2.941 1.488 0.051
C 2.294 0.182 -1.896
C 1.098 3.115 0.443
H 3.751 1.378 0.779
H 0.154 3.508 0.977
H 1.236 -1.661 -1.844
H 1.408 3.869 -0.221
H 1.089 -2.975 0.332
H -1.019 -0.630 2.921
H 0.149 2.500 -3.345
H -2.847 -1.193 -2.324
H -2.715 -0.251 1.732
H -0.758 1.638 -2.518
H -1.122 1.415 -0.341
H 2.629 0.996 -2.551
H 0.261 0.761 -0.825
H -2.854 0.475 3.057
H 1.326 -0.881 -3.468
H 3.283 2.237 -0.645
H -1.497 -0.606 -1.597
H -2.582 2.878 0.288
H -1.213 -0.693 0.389
H 0.357 -1.493 1.421
H -2.058 -2.905 -0.708
H -0.889 -3.727 -0.068
H 1.520 -1.900 2.340
H 1.595 -4.129 -0.574
H -0.443 0.551 3.711
H -1.638 -2.136 0.909
H 2.408 -0.530 0.061
H 1.281 1.241 1.452
H -2.406 1.744 1.285
*
```

***

Here is a cluster of 9 separate species, C5H29NO9S in total in a non-equilibrium geometry from the OMol25 dataset. Energies are from ωB97M-V with the def2-TZVPD basis set.

Frontier orbital gap (alpha / beta) = 0.3584 / 0.1609 Eh

The geometry in ORCA input format:
```
! RIJCOSX wB97M-V def2-TZVPD def2/J DEFGRID3
* xyz 1 2
S 3.146 2.458 0.370
O 1.124 -2.532 2.709
O -0.587 -1.803 -2.939
O -3.077 0.824 0.596
O 2.013 -1.717 -3.853
O -1.657 -2.401 3.046
O 3.030 -2.874 -1.581
O 1.031 0.244 2.345
O -1.696 0.350 2.942
O 0.891 -2.834 0.049
N -0.940 0.886 -0.434
C -2.280 0.369 -0.501
C 0.535 2.795 -0.291
C -0.731 2.270 -0.941
C -1.866 3.253 -0.660
C 1.761 1.966 -0.633
H 3.833 -2.398 -1.362
H -3.261 1.749 0.486
H 1.572 0.922 -0.404
H -0.551 0.801 0.500
H 1.570 -3.293 3.021
H -1.735 -0.638 3.050
H -2.767 2.974 -1.205
H -2.733 0.607 -1.452
H -0.662 -2.531 2.924
H -2.267 -0.704 -0.362
H 1.681 -2.873 -0.542
H -0.564 -1.436 -1.986
H -2.069 3.312 0.413
H 1.045 -1.701 -3.631
H 2.724 -2.533 -2.461
H 2.178 -0.906 -4.322
H 2.082 2.056 -1.654
H 0.111 0.493 2.681
H 1.125 -2.669 1.721
H 0.660 3.820 -0.585
H -0.865 -2.735 -2.876
H 0.391 -2.020 -0.182
H 0.392 2.803 0.784
H -0.630 2.182 -2.022
H 2.581 2.073 1.547
H -1.594 4.246 -0.992
H -1.916 -2.747 3.888
H 1.217 -0.687 2.628
H -2.245 0.578 2.171
*
```